## i
11
Properties=species:S:1:pos:R:3:nbo_charge:R:1 method="wB97M-V/def2-TZVPD" spin_multiplicity=1 lumo_energy_ev="-1.450 / 0.615"
C -0.0641 0.0975 1.3579 -0.240
C -1.6759 -0.5031 -0.1848 -0.113
O -1.2510 -0.5791 1.0842 -0.485
P 1.5950 -0.0105 -1.9303 0.356
Cl 1.2968 1.8720 -1.2680 -0.290
H -0.1345 1.1057 1.3282 0.184
H 0.7056 -0.3772 0.6857 0.167
H 0.2459 -0.3640 2.3433 0.193
H -1.0949 -0.2923 -1.1289 0.142
H -2.5676 -1.0123 -0.5759 0.163
H 2.9447 0.0634 -1.7115 -0.078

---

## ii
11
Properties=species:S:1:pos:R:3:nbo_charge:R:1 method="wB97M-V/def2-TZVPD" spin_multiplicity=1 lumo_energy_ev="-1.441 / -1.442"
C -0.3935 -1.1260 -0.8544 -0.656
C -0.4327 -0.5218 0.5847 -0.815
O 0.6169 1.8092 1.4632 -0.955
P 1.1016 0.5050 0.6362 1.320
Cl 0.7940 1.8293 -1.9390 -0.629
H 0.2569 -0.5487 -1.5698 0.266
H -0.0363 -2.2500 -0.9344 0.219
H -1.4259 -0.9590 -1.1591 0.237
H -0.4585 -1.2433 1.3582 0.253
H -1.3173 0.1042 0.7491 0.252
H 1.2947 2.4011 1.6651 0.508

---

So which one wins? Going from most stable to least: ii, i.

---

## i
12
Properties=species:S:1:pos:R:3:nbo_charge:R:1 method="wB97M-V/def2-TZVPD" spin_multiplicity=1 lumo_energy_ev=0.694
C 0.6199 -1.4163 0.1696 -0.623
C -0.4416 -0.3193 0.0029 -0.253
C 0.8323 1.9306 -1.0067 0.250
C -1.4905 -0.3295 0.8385 0.258
H 1.5514 -0.8840 0.2490 0.230
H 0.3543 -1.9815 1.0556 0.214
H 0.7108 -2.0810 -0.6959 0.222
H 0.9026 2.8092 -1.6915 0.152
H -1.5854 -0.9270 1.7228 0.180
O 1.3895 1.9149 0.0383 -0.527
F -2.4876 0.6030 0.7575 -0.334
S -0.3557 0.6809 -1.4399 0.230

---

## ii
12
Properties=species:S:1:pos:R:3:nbo_charge:R:1 method="wB97M-V/def2-TZVPD" spin_multiplicity=1 lumo_energy_ev=-1.399
C -2.3299 -0.1182 -0.2995 0.062
C -1.4179 0.8605 0.4468 -0.545
C 0.0604 0.8349 0.1200 0.495
C 0.8071 -0.4577 0.2800 -0.414
H -2.2663 0.0914 -1.3613 0.170
H -3.4294 -0.0329 -0.0502 0.182
H -1.7620 1.8588 0.2667 0.247
H -1.5146 0.6299 1.4902 0.232
H 0.1224 -1.3189 0.4463 0.225
O 0.6627 1.7958 -0.3175 -0.476
F -1.9317 -1.4361 -0.0766 -0.371
S 2.3885 -0.5867 -0.0529 0.193

---

So which one wins? Going from most stable to least: i, ii.

---

## i
65
Properties=species:S:1:pos:R:3:nbo_charge:R:1 method="wB97M-V/def2-TZVPD" total_charge=-1 spin_multiplicity=1 lumo_energy_ev=2.296
B -11.9256 -0.4731 13.5137 -0.856
H -12.4106 0.1545 14.2453 -0.041
H -12.5742 -1.0496 12.8724 -0.038
H -11.3320 0.1276 12.8421 -0.038
H -11.2271 -1.1716 13.9476 -0.022
C -17.7130 4.5534 13.5439 -0.088
C -18.0898 3.1386 14.1469 -0.095
O -19.2174 2.5657 13.3989 -0.730
O -18.7578 5.4669 13.9127 -0.732
H -17.6032 4.5240 12.4598 0.198
H -16.8151 4.9381 14.0274 0.165
H -18.3094 3.1602 15.2143 0.160
H -17.2961 2.4249 13.9260 0.200
H -20.0079 3.0837 13.5677 0.464
H -18.8120 5.4545 14.8711 0.458
C -16.8559 -2.1512 17.7195 -0.081
C -15.4945 -2.6327 17.2781 -0.088
O -14.5817 -1.7261 17.6690 -0.733
O -16.8728 -1.9883 19.0997 -0.718
H -17.6074 -2.9287 17.5819 0.164
H -17.1636 -1.3188 17.0866 0.154
H -15.3111 -2.7025 16.2059 0.177
H -15.2726 -3.5888 17.7523 0.152
H -14.2120 -1.3869 16.8505 0.497
H -15.9994 -1.6984 19.3731 0.475
C -8.2713 3.7562 16.7086 -0.086
C -7.5362 4.3365 18.0058 -0.085
O -8.3386 4.3486 19.1946 -0.718
O -8.0378 2.3371 16.5842 -0.747
H -7.7965 4.2569 15.8649 0.164
H -9.3438 3.8866 16.8530 0.184
H -7.2395 5.3599 17.7762 0.150
H -6.5943 3.8648 18.2859 0.188
H -8.7755 5.2033 19.2106 0.460
H -8.7360 1.8467 16.1442 0.490
C -6.9872 2.1091 10.4990 -0.096
C -6.8408 0.6175 10.1634 -0.085
O -6.9852 -0.1682 11.3331 -0.738
O -5.8579 2.5430 11.2357 -0.718
H -7.9745 2.2124 10.9491 0.165
H -7.0910 2.5837 9.5233 0.173
H -5.8369 0.4673 9.7663 0.177
H -7.6333 0.2800 9.4955 0.165
H -7.8435 -0.0063 11.7316 0.479
H -5.8850 2.0954 12.0845 0.478
C -9.4634 -7.8255 12.4976 -0.080
C -9.2990 -6.2761 12.2945 -0.085
O -8.0805 -5.9634 11.7397 -0.736
O -9.5952 -8.5052 11.2563 -0.730
H -10.4332 -7.9764 12.9717 0.177
H -8.6733 -8.3465 13.0384 0.163
H -9.4812 -5.8693 13.2892 0.168
H -10.0636 -5.9911 11.5717 0.172
H -7.7996 -5.0730 11.9628 0.485
H -8.7513 -8.4771 10.7996 0.465
C -13.0729 0.7399 8.5142 -0.087
C -14.2578 1.5323 9.1182 -0.087
O -13.7971 1.9906 10.3940 -0.743
O -12.7283 -0.5043 9.1657 -0.722
H -12.2243 1.4176 8.6082 0.165
H -13.2996 0.4910 7.4776 0.165
H -15.1431 0.9146 9.2694 0.167
H -14.5002 2.3778 8.4745 0.174
H -13.4788 1.2907 10.9688 0.486
H -12.6739 -0.3358 10.1092 0.478

---

## ii
65
Properties=species:S:1:pos:R:3:nbo_charge:R:1 method="wB97M-V/def2-TZVPD" total_charge=-1 spin_multiplicity=1 lumo_energy_ev=2.832
B -0.8207 0.0542 0.4855 -0.737
H -1.1153 1.1982 0.4016 -0.067
H -1.7144 -0.6080 0.0121 -0.045
H 0.2086 -0.2255 -0.0741 -0.046
H -0.5995 -0.2301 1.6376 -0.014
C 0.0600 4.7965 2.8781 -0.089
C 0.9308 3.5813 2.7315 -0.084
O 0.7647 2.9117 1.5094 -0.716
O -1.3340 4.4649 2.7663 -0.720
H 0.2185 5.5135 2.0757 0.186
H 0.2484 5.2477 3.8599 0.149
H 0.7477 2.8697 3.5488 0.151
H 1.9677 3.9279 2.7898 0.172
H -0.0144 2.3449 1.5214 0.495
H -1.5612 3.9414 3.5412 0.456
C 3.7926 -1.4922 2.8207 -0.084
C 2.7756 -0.7229 2.0000 -0.091
O 1.6778 -1.6118 1.7880 -0.787
O 3.2643 -1.8021 4.1046 -0.725
H 4.6266 -0.8062 2.9731 0.170
H 4.0748 -2.3652 2.2268 0.163
H 3.2746 -0.4771 1.0540 0.170
H 2.3469 0.1092 2.5616 0.177
H 0.9366 -1.1183 1.4027 0.517
H 2.5679 -2.4392 3.9060 0.473
C 2.8059 -0.3131 -2.5839 -0.079
C 3.2086 -1.5711 -1.8266 -0.090
O 3.8054 -2.5063 -2.7651 -0.742
O 2.2428 0.6348 -1.6827 -0.726
H 2.1292 -0.5887 -3.3942 0.170
H 3.7286 0.1586 -2.9213 0.167
H 2.3864 -2.0302 -1.2752 0.184
H 4.0169 -1.3425 -1.1281 0.160
H 3.1802 -3.2319 -2.8309 0.465
H 1.3797 0.2864 -1.4214 0.488
C -2.0162 2.6787 -2.4380 -0.093
C -1.5307 3.6620 -3.4908 -0.077
O -1.6635 5.0100 -3.0573 -0.734
O -1.1921 2.8496 -1.3121 -0.748
H -1.9547 1.6655 -2.8509 0.169
H -3.0664 2.9398 -2.2279 0.148
H -2.0473 3.5453 -4.4423 0.164
H -0.4606 3.4335 -3.5955 0.168
H -1.6555 4.9773 -2.0934 0.478
H -1.3969 2.1276 -0.6866 0.505
C -1.5924 -3.2569 1.9771 -0.098
C -3.0370 -2.8391 2.1276 -0.098
O -3.1492 -1.4454 2.4422 -0.744
O -1.0921 -2.9295 0.6756 -0.799
H -1.4069 -4.3307 2.0287 0.181
H -0.9834 -2.7680 2.7445 0.185
H -3.4888 -3.3140 3.0008 0.172
H -3.5953 -3.0471 1.2107 0.178
H -2.6454 -0.9361 1.7926 0.492
H -1.0480 -1.9597 0.5815 0.523
C -2.0911 -3.0071 -2.6442 -0.091
C -1.5178 -1.6930 -3.1235 -0.088
O -0.4077 -1.2119 -2.3769 -0.779
O -2.8841 -2.9837 -1.4723 -0.749
H -1.2719 -3.7280 -2.5030 0.161
H -2.7029 -3.4442 -3.4401 0.166
H -2.2760 -0.9062 -3.2079 0.163
H -1.0918 -1.8777 -4.1145 0.171
H -0.6503 -0.9882 -1.4671 0.512
H -2.2924 -2.7812 -0.7295 0.492

---

So which one wins? Going from most stable to least: ii, i.

---

## i
18
Properties=species:S:1:pos:R:3:nbo_charge:R:1 method="wB97M-V/def2-TZVPD" total_charge=-1 spin_multiplicity=1 lumo_energy_ev=3.620
C -0.2968 -1.2608 -1.2230 -0.051
O -1.2765 -0.7374 -2.0577 -0.768
C -0.3794 -0.6522 0.2316 -0.451
C 0.9498 -0.7262 0.9825 -0.437
C 0.9979 0.4444 2.0022 -0.514
S 1.3831 2.0411 1.1139 -0.754
H 0.6978 -1.0801 -1.6864 0.158
H -0.6101 -2.3513 -1.2149 0.158
H -0.6444 0.4859 0.1561 0.256
H -1.1540 -1.1839 0.9682 0.177
H 1.1100 -1.6960 1.5116 0.169
H 1.8064 -0.6075 0.3378 0.206
H 1.7458 0.3811 2.8655 0.188
H -0.0091 0.6193 2.5834 0.172
H -1.8107 1.8874 -1.4308 0.470
H -0.2968 2.4953 -1.2623 0.532
H -1.3163 0.1727 -2.1739 0.487
O -0.8969 1.7682 -1.7038 -0.994

---

## ii
18
Properties=species:S:1:pos:R:3:nbo_charge:R:1 method="wB97M-V/def2-TZVPD" total_charge=-1 spin_multiplicity=1 lumo_energy_ev=2.934
C 0.4464 -2.3537 -2.1277 -0.073
O 0.0064 -1.2034 -2.8897 -0.768
C 1.3081 -1.9840 -0.8851 -0.438
C 0.8671 -1.7091 0.5752 -0.449
C 0.0282 -0.4135 0.5587 -0.528
S -0.4464 -0.3944 2.3152 -0.739
H 1.1996 -2.6028 -2.8784 0.185
H -0.4976 -2.9201 -1.9377 0.175
H 2.0614 -2.6115 -0.7519 0.186
H 1.8788 -1.0188 -1.1578 0.193
H 0.2108 -2.3347 1.2551 0.244
H 1.7418 -1.7235 1.1948 0.199
H -0.8775 -0.6577 -0.0371 0.160
H 0.5457 0.5004 0.2796 0.186
H -0.5824 6.6380 0.0801 0.469
H -1.5157 6.8165 1.2558 0.466
H -0.7911 -0.6736 -2.4920 0.467
O -1.5227 6.9109 0.3172 -0.935

---

So which one wins? Going from most stable to least: i, ii.